[1]
A molecular structure, C54H44AsF6N6O3P2S2Ti, computed with ωB97M-V/def2-TZVPD.

```
119
Properties=species:S:1:pos:R:3
Ti -0.600 0.255 -0.053
O -0.925 0.539 2.348
N -1.647 -0.374 1.738
C -2.511 -1.037 2.375
C -3.491 -1.924 1.733
C -4.457 -2.473 2.579
C -5.492 -3.245 2.086
C -5.581 -3.478 0.720
C -4.618 -2.950 -0.123
C -3.563 -2.177 0.361
P -2.268 -1.686 -0.856
C -3.284 -0.984 -2.199
C -4.284 -0.082 -1.830
C -5.038 0.568 -2.792
C -4.809 0.322 -4.139
C -3.808 -0.559 -4.514
C -3.039 -1.200 -3.553
C -1.734 -3.364 -1.311
C -2.325 -4.128 -2.314
C -1.887 -5.424 -2.548
C -0.866 -5.967 -1.780
C -0.286 -5.213 -0.770
C -0.720 -3.917 -0.535
H 0.271 -0.123 2.897
H -2.588 -0.851 3.442
H -4.391 -2.274 3.642
H -6.228 -3.657 2.763
H -6.389 -4.070 0.313
H -4.686 -3.142 -1.187
H -4.468 0.121 -0.781
H -5.806 1.269 -2.489
H -5.398 0.828 -4.892
H -3.610 -0.741 -5.563
H -2.248 -1.865 -3.865
H -3.130 -3.724 -2.914
H -2.349 -6.012 -3.332
H -0.521 -6.976 -1.971
H 0.518 -5.621 -0.171
H -0.244 -3.328 0.239
S 1.353 -0.586 3.572
C 2.297 0.901 3.693
C 3.069 1.053 4.852
C 3.860 2.166 5.051
C 3.885 3.183 4.110
C 3.128 3.060 2.962
C 2.355 1.923 2.722
As 1.467 1.891 0.985
C 2.965 2.162 -0.221
C 4.292 1.962 0.131
C 5.290 2.113 -0.823
C 4.972 2.460 -2.130
C 3.644 2.649 -2.490
C 2.653 2.487 -1.537
C 0.736 3.698 1.078
C -0.393 3.878 1.878
C -0.975 5.132 1.991
C -0.442 6.213 1.300
C 0.686 6.040 0.512
C 1.277 4.786 0.404
H 3.022 0.276 5.604
H 4.448 2.249 5.957
H 4.491 4.066 4.270
H 3.146 3.855 2.226
H 4.551 1.669 1.140
H 6.323 1.946 -0.545
H 5.758 2.566 -2.867
H 3.372 2.906 -3.508
H 1.618 2.608 -1.821
H -0.826 3.028 2.397
H -1.856 5.262 2.607
H -0.906 7.189 1.379
H 1.111 6.884 -0.018
H 2.161 4.656 -0.211
N 2.263 6.358 -6.013
C 1.560 5.434 -5.260
C 1.390 5.624 -3.887
C 0.657 4.723 -3.135
C 0.076 3.630 -3.760
C 0.241 3.416 -5.125
C 0.969 4.320 -5.872
S -0.791 2.349 -2.854
O -1.110 3.252 -1.579
O -2.001 2.020 -3.579
N -0.250 0.581 -1.866
C 0.227 -0.209 -2.892
N 0.706 0.380 -3.992
C 1.226 -0.418 -4.917
C 1.285 -1.794 -4.773
C 0.708 -2.302 -3.619
N 0.164 -1.526 -2.698
H 2.907 6.948 -5.515
H 2.612 6.041 -6.901
H 1.839 6.485 -3.406
H 0.541 4.869 -2.070
H -0.210 2.551 -5.592
H 1.086 4.170 -6.938
H 1.613 0.074 -5.805
H 1.734 -2.430 -5.520
H 0.661 -3.371 -3.427
N -1.917 1.657 -0.055
C -2.056 2.760 -0.589
C -3.063 3.799 -0.308
C -3.170 4.974 -1.045
C -4.123 5.919 -0.697
C -4.968 5.696 0.382
C -4.865 4.519 1.116
C -3.915 3.575 0.773
H -2.509 5.149 -1.883
H -4.205 6.834 -1.270
H -5.708 6.438 0.652
H -5.522 4.345 1.958
H -3.800 2.658 1.338
F 0.829 -1.121 0.209
P 2.575 -1.755 -0.039
F 1.923 -2.846 -1.002
F 4.051 -2.279 -0.257
F 2.609 -0.734 -1.267
F 3.005 -0.567 0.929
F 2.259 -2.686 1.203
```

Calculated values
Energy relative to the best compared isomer or geometry (same formula, charge and spin), kcal/mol: 50.5
Lowest unoccupied orbital energy (alpha / beta), eV: -0.82 / -1.10
<S²>: 0.758
Highest occupied orbital energy (alpha / beta), Eh: -0.2612 / -0.2748
Spin multiplicity: 2

[2]
A molecular structure, C54H44BrMnN4P2, computed with ωB97M-V/def2-TZVPD.

```
106
Properties=species:S:1:pos:R:3
Mn -0.507 0.165 0.011
C -1.549 7.230 -1.954
C -2.574 6.387 -1.549
C -2.310 5.057 -1.276
C -1.027 4.548 -1.401
C -0.005 5.390 -1.857
C -0.271 6.721 -2.121
C -0.671 3.141 -1.039
C -0.196 2.247 -2.131
C 0.265 2.608 -3.413
C 0.778 1.464 -3.971
C 0.577 0.419 -3.028
N -0.031 0.936 -1.897
C 0.728 -0.934 -3.286
C 0.165 -1.881 -2.392
C -0.021 -3.257 -2.675
C -0.454 -3.851 -1.526
C -0.418 -2.854 -0.510
C -0.246 -3.082 0.874
C -0.666 -4.273 1.593
C -1.141 -4.095 2.906
C -1.651 -5.148 3.634
C -1.679 -6.425 3.093
C -1.167 -6.633 1.820
C -0.672 -5.578 1.081
C 0.594 -2.148 1.539
N 0.854 -0.866 1.138
C 2.033 -0.493 1.739
C 2.633 0.788 1.609
C 4.046 1.025 1.843
C 4.790 0.587 2.947
C 6.156 0.781 2.990
C 6.816 1.409 1.939
C 6.088 1.887 0.858
C 4.724 1.708 0.813
C 1.892 1.865 1.110
C 2.227 3.244 1.201
C 1.248 3.941 0.530
C 0.359 2.977 0.020
N 0.708 1.739 0.416
C 2.526 -1.574 2.510
C 1.603 -2.581 2.440
N -0.138 -1.628 -1.090
C 1.553 -1.348 -4.412
C 2.865 -0.847 -4.451
C 3.731 -1.231 -5.454
C 3.295 -2.078 -6.465
C 1.991 -2.556 -6.449
C 1.127 -2.210 -5.428
H -1.751 8.270 -2.146
H -3.577 6.767 -1.442
H -3.122 4.416 -0.959
H 0.994 5.009 -2.002
H 0.526 7.365 -2.456
H 0.199 3.580 -3.855
H 1.180 1.330 -4.954
H 0.165 -3.732 -3.616
H -0.729 -4.879 -1.429
H -1.166 -3.100 3.320
H -2.028 -4.974 4.629
H -2.074 -7.251 3.663
H -1.132 -7.627 1.406
H -0.216 -5.788 0.130
H 4.288 0.167 3.805
H 6.719 0.451 3.849
H 7.885 1.536 1.968
H 6.588 2.387 0.043
H 4.170 2.033 -0.056
H 3.062 3.658 1.731
H 1.173 5.003 0.412
H 3.448 -1.599 3.048
H 1.659 -3.547 2.901
H 3.208 -0.204 -3.652
H 4.748 -0.872 -5.449
H 3.961 -2.354 -7.267
H 1.645 -3.198 -7.243
H 0.101 -2.541 -5.458
C -3.305 -2.735 0.312
P -2.704 -1.024 0.027
C -3.470 -0.718 -1.613
C -3.731 -0.234 1.321
C -5.117 -0.353 1.337
C -5.830 0.065 2.448
C -5.167 0.564 3.559
C -3.792 0.721 3.537
C -3.072 0.338 2.411
P -1.277 0.656 2.302
C -1.132 2.400 2.842
C -0.571 -0.145 3.785
H -4.385 -2.694 0.151
H -3.121 -3.062 1.334
H -2.871 -3.443 -0.391
H -4.437 -0.231 -1.478
H -3.612 -1.668 -2.127
H -2.847 -0.076 -2.233
H -5.649 -0.759 0.489
H -6.905 -0.013 2.447
H -5.718 0.840 4.443
H -3.292 1.136 4.399
H -1.687 3.082 2.201
H -0.083 2.700 2.875
H -1.537 2.464 3.853
H -1.224 0.058 4.636
H 0.412 0.283 3.981
H -0.475 -1.221 3.668
Br -2.304 2.065 -0.318
```

Calculated values
Lowest unoccupied orbital energy (alpha / beta), eV: -9.99 / -10.88
Net charge: +3
<S²>: 0.998
Highest occupied orbital energy (alpha / beta), Eh: -0.5842 / -0.5786
Spin multiplicity: 2

[3]
A molecular structure, C54H45AuNP3Si, computed with ωB97M-V/def2-TZVPD.

```
105
Properties=species:S:1:pos:R:3
Au 0.087 -0.551 -0.461
C 5.577 1.045 -2.547
C 5.777 -0.292 -2.223
C 4.788 -1.003 -1.562
C 3.593 -0.367 -1.212
C 3.393 0.966 -1.555
C 4.385 1.673 -2.218
P 2.346 -1.278 -0.284
C 2.533 -2.990 -0.831
C 2.987 -4.006 0.002
C 3.116 -5.300 -0.493
C 2.800 -5.576 -1.814
C 2.351 -4.558 -2.650
C 2.215 -3.271 -2.160
C 2.769 -1.221 1.483
C 4.090 -1.350 1.905
C 4.380 -1.369 3.260
C 3.358 -1.252 4.195
C 2.044 -1.094 3.778
C 1.731 -1.075 2.416
Si -0.003 -0.685 1.862
C -0.554 1.029 2.373
C -0.983 1.100 3.705
C -1.432 2.289 4.256
C -1.450 3.439 3.479
C -1.021 3.390 2.162
C -0.589 2.195 1.589
P 0.060 2.201 -0.121
C 1.451 3.369 0.077
C 1.619 4.504 -0.707
C 2.739 5.311 -0.532
C 3.694 4.986 0.416
C 3.532 3.849 1.201
C 2.420 3.044 1.030
C -1.130 3.031 -1.212
C -0.797 3.012 -2.571
C -1.635 3.590 -3.511
C -2.828 4.178 -3.104
C -3.174 4.177 -1.763
C -2.335 3.600 -0.817
C -1.332 -1.945 2.231
C -1.366 -2.795 3.331
C -2.501 -3.556 3.589
C -3.620 -3.453 2.773
C -3.604 -2.615 1.665
C -2.450 -1.896 1.376
P -2.276 -0.816 -0.062
C -3.555 0.448 0.105
C -3.772 1.045 1.348
C -4.799 1.960 1.507
C -5.621 2.280 0.434
C -5.413 1.683 -0.801
C -4.382 0.771 -0.971
C -2.552 -1.626 -1.653
C -2.001 -0.974 -2.762
C -2.113 -1.537 -4.026
C -2.775 -2.746 -4.185
C -3.330 -3.389 -3.085
C -3.219 -2.834 -1.819
H 6.351 1.594 -3.066
H 6.702 -0.784 -2.492
H 4.944 -2.049 -1.330
H 2.464 1.457 -1.306
H 4.221 2.711 -2.474
H 3.235 -3.806 1.037
H 3.471 -6.088 0.157
H 2.907 -6.582 -2.197
H 2.112 -4.770 -3.684
H 1.865 -2.482 -2.819
H 4.890 -1.430 1.178
H 5.405 -1.470 3.590
H 3.590 -1.264 5.252
H 1.272 -0.958 4.527
H -0.986 0.210 4.329
H -1.758 2.320 5.287
H -1.784 4.378 3.902
H -1.001 4.302 1.577
H 0.877 4.779 -1.446
H 2.855 6.199 -1.138
H 4.562 5.617 0.551
H 4.273 3.594 1.947
H 2.306 2.158 1.648
H 0.132 2.553 -2.896
H -1.357 3.587 -4.556
H -3.483 4.633 -3.834
H -4.104 4.628 -1.443
H -2.636 3.599 0.223
H -0.512 -2.874 3.994
H -2.520 -4.221 4.443
H -4.506 -4.031 2.997
H -4.482 -2.531 1.036
H -3.160 0.783 2.203
H -4.968 2.410 2.477
H -6.430 2.986 0.564
H -6.060 1.918 -1.636
H -4.243 0.307 -1.938
H -1.525 0.000 -2.651
H -1.696 -1.026 -4.883
H -2.869 -3.185 -5.169
H -3.854 -4.327 -3.215
H -3.648 -3.348 -0.968
N -0.499 -3.768 -0.410
H -1.355 -4.089 0.033
H 0.264 -4.202 0.100
H -0.484 -4.182 -1.337
```

Calculated values
Energy relative to the best compared isomer or geometry (same formula, charge and spin), kcal/mol: 0.0
Lowest unoccupied orbital energy, eV: -6.02
Net charge: +2
Highest occupied orbital energy, Eh: -0.4643

[4]
A molecular structure, C54H46GaN3O3PS2Te, computed with ωB97M-V/def2-TZVPD.

```
111
Properties=species:S:1:pos:R:3
Ga 0.216 -0.024 -0.106
S 1.812 0.464 -1.686
C 0.732 1.476 -2.611
N -0.459 1.801 -2.211
C -1.083 2.626 -3.145
C -2.377 3.130 -3.039
C -2.862 3.936 -4.050
C -2.078 4.243 -5.168
C -0.795 3.741 -5.292
C -0.311 2.930 -4.271
S 1.221 2.128 -4.147
H -2.980 2.899 -2.171
H -3.864 4.338 -3.977
H -2.481 4.875 -5.948
H -0.192 3.966 -6.162
C -3.421 -4.789 3.646
C -2.692 -3.626 3.025
C -3.017 -2.308 3.331
C -2.352 -1.237 2.764
C -2.917 0.132 2.927
O -3.156 0.801 1.938
C -3.278 0.633 4.283
C -2.661 0.149 5.432
C -3.016 0.652 6.675
C -3.998 1.628 6.771
C -4.613 2.118 5.625
C -4.247 1.628 4.384
C -1.251 -1.445 1.905
O -0.545 -0.393 1.535
C -0.950 -2.769 1.525
C -1.685 -3.821 2.102
C 0.105 -3.103 0.553
N 0.758 -2.218 -0.114
C 1.850 -2.675 -0.990
C 3.150 -2.894 -0.239
Te 3.868 -1.208 0.851
C 2.884 -1.723 2.639
C 2.001 -0.832 3.236
C 1.383 -1.158 4.437
C 1.635 -2.380 5.043
C 2.526 -3.269 4.456
C 3.159 -2.937 3.266
C 0.333 -4.572 0.319
C 1.024 -5.345 1.243
C 1.240 -6.694 1.001
C 0.749 -7.282 -0.157
C 0.026 -6.520 -1.065
C -0.180 -5.169 -0.827
H -4.183 -4.446 4.345
H -2.734 -5.434 4.195
H -3.913 -5.403 2.891
H -3.860 -2.110 3.986
H -1.889 -0.609 5.353
H -2.528 0.282 7.567
H -4.287 2.007 7.743
H -5.375 2.882 5.702
H -4.706 2.003 3.479
H -1.450 -4.837 1.816
H 1.994 -1.903 -1.734
H 1.597 -3.586 -1.534
H 3.926 -3.118 -0.973
H 3.120 -3.725 0.463
H 1.780 0.108 2.752
H 0.687 -0.463 4.891
H 1.149 -2.635 5.977
H 2.744 -4.215 4.937
H 3.894 -3.610 2.842
H 1.368 -4.892 2.163
H 1.787 -7.288 1.722
H 0.921 -8.333 -0.347
H -0.381 -6.978 -1.956
H -0.746 -4.576 -1.537
N -1.630 -0.439 -0.908
H -1.718 -0.275 -1.906
H -2.203 0.260 -0.427
H -2.006 -1.350 -0.662
O 0.513 1.743 0.754
P 0.672 3.243 0.590
C 1.118 3.938 2.185
C 0.803 5.251 2.528
C 1.238 5.775 3.736
C 1.986 4.993 4.607
C 2.296 3.682 4.273
C 1.862 3.158 3.066
C 2.020 3.659 -0.522
C 3.268 3.145 -0.157
C 4.388 3.417 -0.919
C 4.277 4.208 -2.057
C 3.044 4.710 -2.435
C 1.915 4.433 -1.674
C -0.879 4.025 0.142
C -2.004 3.335 0.587
C -3.266 3.891 0.447
C -3.414 5.134 -0.151
C -2.296 5.832 -0.590
C -1.029 5.289 -0.430
H 0.210 5.869 1.866
H 0.986 6.793 4.001
H 2.322 5.405 5.549
H 2.874 3.068 4.952
H 2.085 2.132 2.810
H 3.364 2.521 0.725
H 5.349 3.011 -0.629
H 5.155 4.424 -2.653
H 2.951 5.309 -3.331
H 0.957 4.797 -2.014
H -1.896 2.371 1.058
H -4.128 3.346 0.811
H -4.399 5.566 -0.269
H -2.408 6.808 -1.044
H -0.172 5.877 -0.724
```

Calculated values
Energy relative to the best compared isomer or geometry (same formula, charge and spin), kcal/mol: 0.0
Lowest unoccupied orbital energy, eV: -2.21
Net charge: +1
Highest occupied orbital energy, Eh: -0.3675